[1]
C51H67ClN5O8SiSn as an isolated structure in a non-equilibrium geometry. Source: OMol25; level of theory: ωB97M-V/def2-TZVPD.

## Properties
ΔE to the lowest compared entry with this formula, charge and spin (eV): 0.000
Net charge: -1
DFT total energy (Eh): -3823.15729
LUMO energy (eV): 2.1
2S+1: 1
Gap between HOMO and LUMO (eV): 6.99

The geometry in XYZ format:
```
134
Properties=species:S:1:pos:R:3:forces:R:3:lowdin_charge:R:1
H 5.3021 2.4019 2.3046 -0.018 -0.024 0.010 0.074
C 4.4109 2.0942 1.7494 -0.093 -0.096 -0.069 -0.048
N 2.7767 -1.5874 0.5140 -0.194 -0.098 0.052 0.109
O 2.6436 3.1795 -2.8053 -0.030 -0.016 -0.001 -0.339
C -0.8263 3.3288 1.4424 -0.035 -0.024 0.070 -0.182
C -3.0286 -0.2321 -3.7691 -0.011 0.034 -0.057 -0.095
H 1.7774 -4.9139 -0.7783 -0.044 -0.030 0.016 0.076
H -1.6121 -4.7088 0.7554 -0.025 0.023 -0.039 0.075
C -2.0729 2.7169 -0.6514 -0.422 0.124 0.143 -0.374
H 1.9035 -3.4740 1.4207 -0.015 0.000 -0.030 0.105
H -1.4880 -3.1285 2.9794 -0.020 0.060 0.059 0.010
O -0.2540 -0.7023 2.0076 0.273 0.264 -0.708 -0.532
C 3.4453 -4.9054 1.8495 -0.065 0.028 -0.067 -0.064
Si -0.8083 -0.7760 3.5064 -0.145 -0.071 0.505 0.242
H 0.9703 -5.0185 3.0787 0.022 0.022 0.021 0.076
C -0.8555 4.3541 2.4093 -0.030 -0.133 -0.039 -0.218
C -1.7545 -2.4094 3.7614 0.032 -0.005 -0.090 -0.171
C -2.0089 6.2543 3.2428 0.003 0.064 -0.093 -0.090
C -0.1311 -3.3655 -5.0498 -0.045 -0.022 -0.023 -0.059
H -2.8379 -2.2527 3.7117 0.074 -0.043 -0.004 0.012
C 4.6205 0.7441 1.0460 0.152 0.021 0.181 -0.372
C -6.1285 4.1378 -0.6303 -0.023 0.048 -0.002 -0.093
C 3.5448 -1.4922 1.6994 0.316 -0.025 0.176 -0.141
H -4.6552 2.6421 -0.1421 -0.051 0.018 -0.027 0.110
H -1.9671 -5.5291 -0.7667 -0.022 0.026 0.024 0.069
C -0.0030 2.2292 1.5745 0.548 -0.318 -0.040 -0.215
C -3.9106 4.0479 -1.5725 -0.170 -0.070 0.057 -0.184
H -4.7499 -0.0948 0.9584 -0.052 -0.031 -0.018 0.098
H -3.6097 -0.7097 2.1926 -0.098 -0.019 -0.138 0.067
H -6.8779 3.7273 0.0347 0.032 -0.032 0.000 0.100
H 3.8908 0.6844 0.2474 -0.109 0.017 -0.061 0.080
C -2.5076 0.7212 -2.9097 0.107 0.004 0.274 -0.027
H -0.0262 5.0876 4.2566 -0.025 0.017 -0.054 0.097
H -0.1099 -3.1600 -6.1156 0.000 0.009 0.023 0.110
C -3.5889 -1.3952 -3.2654 0.061 -0.048 -0.021 -0.092
O -1.7333 5.3829 2.1667 -0.138 0.024 -0.005 -0.099
H -1.4859 -5.5191 -2.8457 0.035 0.022 0.014 0.104
H 0.5416 -6.1432 -1.0970 0.022 -0.004 0.005 0.083
C 0.7641 -5.2386 -0.5246 0.000 0.103 0.037 -0.056
H 0.0057 -3.2377 -0.3085 0.044 0.030 0.027 0.118
H -2.2726 5.6945 4.1434 -0.005 -0.011 0.005 0.095
O 0.5638 2.6317 -1.8372 -0.288 -0.020 -0.001 -0.404
C 0.8387 3.2208 3.6426 0.033 -0.009 0.109 -0.095
C 2.4982 -2.0875 -1.8103 -0.027 -0.052 -0.104 -0.115
H 4.3850 -1.6320 -0.7815 -0.005 0.025 -0.026 0.124
H 6.1598 -0.2309 -0.1559 0.035 0.022 0.019 0.065
H -2.9887 -0.0637 -4.8397 0.017 0.000 0.058 0.098
H 4.0397 -4.6258 0.9746 0.013 -0.028 0.053 0.079
C 0.8269 2.2098 2.7037 -0.005 -0.116 -0.029 -0.179
H 6.1440 1.5348 -0.2732 0.011 -0.025 0.034 0.084
C -2.5277 0.5450 -1.5188 -0.287 0.020 -0.173 -0.211
C -0.0255 4.3046 3.5110 0.089 -0.075 -0.030 -0.037
C 0.5955 -0.7163 4.7795 0.081 0.049 -0.056 -0.162
H -4.0062 -2.1406 -3.9305 0.033 -0.013 0.004 0.099
H 5.7565 0.3888 3.4397 -0.030 0.001 -0.020 0.110
H 3.3705 -1.7765 -4.5634 -0.004 -0.016 -0.072 0.059
C 0.5648 -2.5020 -4.2010 -0.009 0.094 0.022 -0.128
O -3.2202 5.7347 -3.1100 0.076 -0.061 -0.121 -0.114
N -2.6740 3.4364 -1.7391 0.273 -0.193 -0.013 0.132
H -1.5310 -2.8658 4.7316 -0.034 0.039 -0.037 0.019
C -0.8426 -4.4524 -4.5838 -0.042 0.001 -0.018 -0.088
H -7.3880 5.7474 -1.3031 0.013 -0.024 0.017 0.094
C -5.4498 5.7996 -2.2211 -0.048 0.001 0.073 -0.018
H 3.5734 2.0392 2.4458 0.044 0.070 -0.022 0.063
H 2.6533 -2.7152 -5.8850 0.005 0.026 -0.008 0.075
H 6.7920 0.7429 1.1767 0.001 0.003 -0.008 0.074
H -2.6548 0.3080 4.8195 0.054 -0.019 -0.023 0.030
N -2.0181 1.4403 -0.5563 0.443 -0.238 -0.195 0.070
C 2.5261 -3.7533 2.2706 0.015 0.013 0.093 -0.371
C 4.9415 -1.4681 4.1103 0.034 -0.011 0.014 -0.078
H 0.9237 -3.3529 3.6667 0.020 -0.068 0.051 0.053
C 1.3266 -0.0305 -4.1207 -0.088 0.058 0.010 -0.062
H -1.9307 4.5109 0.2161 -0.037 0.085 -0.148 0.147
O 2.4833 1.3849 -1.2757 0.027 0.268 -0.086 -0.477
H 1.5586 0.7954 -4.7958 0.016 -0.003 -0.002 0.089
H -2.0420 1.6014 -3.3156 0.072 0.166 -0.015 0.100
C -2.0100 0.6078 3.9851 0.007 0.133 -0.101 -0.158
C 1.5883 -4.1756 3.4017 0.022 0.063 -0.068 -0.050
H 0.7371 -5.4907 0.5381 0.044 0.001 -0.006 0.063
H 2.8661 -5.7964 1.5971 0.008 0.006 -0.005 0.065
C 3.3781 -2.5470 2.6226 -0.073 0.054 -0.217 -0.146
H -5.6419 6.6904 -2.8074 0.031 -0.015 0.010 0.117
C -1.6489 -4.5787 -0.3292 0.095 0.092 -0.051 -0.053
H 0.3362 -1.2289 5.7126 -0.013 0.030 -0.060 0.024
H 3.0767 -2.5200 -2.6346 0.041 -0.009 0.008 0.118
C 1.2653 -1.3391 -4.8981 0.207 -0.057 0.180 -0.368
C -6.4187 5.2712 -1.3761 -0.003 0.040 -0.036 -0.105
O 2.2560 3.6057 -0.5132 0.000 0.107 0.030 -0.334
C -3.6961 -0.1963 1.2370 -0.030 -0.235 -0.283 -0.068
H -1.3647 -5.1050 -5.2749 0.024 0.039 0.018 0.096
H -1.4689 1.5115 4.2788 -0.002 -0.023 -0.008 0.017
H 0.8453 0.3222 5.0276 -0.038 -0.102 -0.036 0.015
C -0.9064 -4.6830 -3.2189 -0.068 0.027 -0.019 -0.047
H 2.1357 -4.4867 4.2956 -0.029 0.003 -0.025 0.074
H -3.9519 5.6084 -5.0559 -0.037 0.008 0.026 0.087
C -3.0505 -0.6648 -1.0311 -0.160 0.025 0.104 -0.248
H 5.4848 -1.4579 5.0479 -0.013 0.014 -0.014 0.097
H -3.3333 4.0828 -4.3854 0.031 -0.003 0.040 0.090
H 4.1689 2.8632 1.0138 0.072 -0.012 0.029 0.071
C -3.1820 5.1648 -4.4195 -0.009 0.003 -0.010 -0.066
H 2.0910 -0.0358 -3.3498 0.009 0.065 0.054 0.050
C 3.2998 -1.6788 -0.6311 0.220 -0.037 0.184 -0.105
H -1.1602 6.9092 3.4606 0.024 -0.036 0.005 0.090
H 1.4771 1.3511 2.8536 0.013 0.046 0.029 0.076
H -3.2428 0.7882 1.3256 0.014 -0.005 -0.138 0.060
C 4.0906 -2.5207 3.8106 0.000 0.028 0.043 -0.054
C 6.0136 0.6923 0.4108 -0.089 -0.001 -0.108 -0.058
N 1.2383 -2.0848 -1.8131 0.015 -0.064 -0.025 0.112
H 0.6592 -1.1480 -5.7876 -0.032 -0.041 -0.034 0.122
C 4.4145 -0.4259 1.9886 -0.170 0.048 -0.190 -0.131
C 5.0938 -0.4364 3.2039 0.006 -0.024 0.070 -0.043
C -4.8880 3.5266 -0.7262 0.065 -0.016 0.059 -0.005
Sn 0.2470 0.3809 0.2408 -0.983 -0.039 0.934 1.356
C -4.2091 5.2002 -2.3112 -0.026 -0.082 -0.060 -0.255
H 3.0332 -0.9950 -6.1072 0.016 -0.035 0.042 0.078
C -0.2469 -3.8519 -2.3283 0.064 0.164 0.096 -0.132
H -2.2004 5.3787 -4.8376 0.002 0.024 0.018 0.092
Cl 1.9922 2.7203 -1.6101 0.406 -0.034 -0.184 0.626
C -0.2691 -4.1512 -0.8374 -0.138 -0.136 -0.074 -0.358
H 3.9790 -3.3348 4.5179 -0.007 0.016 -0.028 0.107
O -3.0123 -1.0197 0.2920 0.040 0.167 0.092 -0.111
C 0.5288 -2.7762 -2.8227 -0.065 -0.293 -0.115 -0.138
H 0.3743 0.1908 -3.6369 -0.012 0.025 0.048 0.074
H 1.5131 3.1847 4.4922 -0.029 -0.056 -0.027 0.103
H 4.1335 -5.1622 2.6595 -0.008 0.007 -0.024 0.077
H -2.3939 -3.8134 -0.5549 0.034 -0.084 0.052 0.061
H -3.9718 -2.5229 -1.4704 -0.049 0.039 0.003 0.109
H -2.8537 6.8658 2.9345 -0.008 -0.002 -0.014 0.089
N -1.6526 3.5501 0.3202 0.173 0.221 -0.034 0.172
C 2.6641 -1.7390 -5.3957 -0.086 0.084 -0.011 -0.063
H -2.6504 0.8736 3.1380 0.204 0.051 0.395 -0.007
H 1.5033 -1.1804 4.3777 -0.062 0.022 0.048 0.008
H -1.9930 4.0166 -2.2135 0.017 0.044 0.014 0.142
C -3.5825 -1.6080 -1.8985 0.000 -0.067 -0.089 -0.019
```
Forces are in eV/Å.

=====

[2]
C51H71N7O5S3Ti as an isolated structure in a non-equilibrium geometry. Source: OMol25; level of theory: ωB97M-V/def2-TZVPD.

## Properties
ΔE to the lowest compared entry with this formula, charge and spin (eV): 1.238
DFT total energy (Eh): -4789.74484
LUMO energy (eV): -0.5
2S+1: 1
Gap between HOMO and LUMO (eV): 6.23

The geometry in XYZ format:
```
138
Properties=species:S:1:pos:R:3:forces:R:3:lowdin_charge:R:1
C 0.7080 -4.7686 -0.0865 0.002 0.053 0.056 -0.165
N -3.4776 -2.3668 1.7854 -0.065 0.116 0.027 0.039
C -1.2487 -2.9526 -0.9190 -0.296 0.161 -0.227 -0.247
H 1.6369 1.2397 -1.3627 0.000 -0.014 -0.014 0.103
H -4.8714 4.7265 -3.0551 0.027 0.047 -0.045 0.077
H 2.0461 -1.3470 1.6493 -0.020 0.016 0.080 0.090
O -0.3325 0.8840 -5.7192 -0.064 0.010 0.012 0.061
C 2.4835 8.1374 -0.8133 -0.004 -0.026 0.024 -0.082
N 0.9517 3.8090 1.4338 0.051 0.029 -0.042 0.124
C 1.7212 -5.8241 0.3699 -0.069 0.064 -0.027 -0.558
H -4.0488 0.9407 -0.3327 -0.144 0.015 0.015 0.001
H 2.6468 3.2173 -0.2265 -0.013 0.011 0.047 0.118
H -5.8438 -0.2386 0.6704 -0.055 0.016 0.023 0.119
N 0.7158 3.6840 -0.8712 0.063 -0.118 -0.076 0.056
C -2.7279 2.3930 -2.3403 -0.464 0.084 -0.494 -0.913
C 1.6914 0.1540 3.1569 0.020 -0.053 -0.018 -0.165
S -2.0186 3.5351 -3.4695 0.150 -0.025 0.084 0.967
C 1.2124 7.7928 -0.3719 0.019 -0.018 -0.014 -0.071
C 0.7056 0.9691 3.6977 -0.005 0.104 0.029 -0.015
H 3.0577 -5.4616 -1.3081 -0.016 -0.031 0.017 0.087
O 2.6678 4.5933 2.6711 0.064 -0.051 0.052 0.103
H -5.5462 -2.2741 1.7506 -0.070 -0.037 -0.027 0.112
C 2.1041 3.3157 -1.1634 -0.122 0.016 -0.010 -0.164
H -0.2247 3.5006 4.5104 -0.049 0.004 0.002 0.082
H 2.8656 -2.1599 -6.4198 -0.006 0.011 0.011 0.105
O -1.8200 0.6828 1.0486 0.145 -0.135 0.479 -0.241
H -3.3598 -3.3712 1.8169 -0.019 -0.030 0.016 0.073
C -4.1734 4.6389 -2.2251 -0.021 -0.025 -0.027 -0.479
H 4.5679 7.6172 -0.8120 -0.020 0.010 0.019 0.105
H -3.6971 -5.1687 -0.9626 -0.013 -0.009 -0.028 0.093
H 2.8744 -2.8849 -4.0415 -0.019 0.004 -0.015 0.101
H -2.1447 5.1519 -1.7401 -0.013 0.091 0.000 0.019
C 0.4822 -0.4770 -3.8939 0.133 -0.056 0.035 -0.080
H -3.0871 2.2221 2.3929 -0.009 0.000 0.038 0.042
H 3.3626 -6.0700 1.7460 -0.013 0.031 -0.018 0.085
C -0.2418 -5.1012 -1.0556 0.014 -0.029 -0.066 0.013
N -0.5582 -1.3149 0.5399 -0.321 0.199 -0.384 -0.025
H 1.6764 -7.7958 1.2817 -0.036 0.043 -0.004 0.084
H 4.1708 2.3328 -2.7186 -0.021 -0.039 0.022 0.077
H 4.9531 -0.9593 3.6193 -0.032 0.014 -0.025 0.085
C 3.7597 1.4905 3.5533 0.073 0.053 0.021 -0.048
H 0.3603 8.4065 -0.6367 0.023 0.007 0.029 0.103
H 1.3829 -3.1863 1.2100 -0.045 -0.062 -0.005 0.083
O -2.1893 -2.0005 -1.1960 0.211 -0.063 0.333 -0.200
C 2.6799 -5.2781 1.4284 0.030 0.009 -0.006 -0.072
C 1.3506 -1.4932 -3.4794 0.062 0.029 -0.010 -0.013
C 2.2096 -2.0981 -4.3722 0.008 0.014 -0.074 -0.081
H 4.2453 5.6207 0.6228 -0.027 0.029 0.015 0.124
H 4.1257 1.3890 -1.2237 -0.014 0.002 -0.034 0.076
H -3.9480 -3.5506 -1.6398 0.021 -0.041 0.023 0.056
H -2.6565 -1.9975 1.3136 -0.040 -0.037 -0.006 0.030
H -3.0111 -3.9326 -4.4557 0.055 -0.011 0.031 0.086
H 3.5376 -1.9440 3.2328 0.029 0.026 0.001 0.083
H 1.9215 -6.7898 -1.5808 0.025 0.039 0.014 0.077
C 2.1697 2.0042 -1.9313 0.058 0.010 -0.025 -0.232
H 3.1752 2.3021 3.9888 0.017 -0.024 -0.028 0.070
N -2.2909 1.1890 -2.2348 0.656 0.169 -0.424 -0.114
H 4.7563 1.5044 4.0070 -0.048 0.001 -0.028 0.087
C 1.3482 -0.6915 -6.1369 0.019 -0.026 -0.047 -0.011
H -2.4786 1.7012 5.9537 0.033 -0.013 -0.015 0.084
H 2.5686 4.1214 -1.7361 0.031 0.044 0.035 0.128
H -1.9170 3.8443 4.8823 0.035 -0.016 -0.028 0.087
C -1.2328 -4.2241 -1.4909 -0.104 -0.162 -0.212 -0.088
C 0.4762 -0.0770 -5.2399 -0.002 -0.025 0.007 -0.263
C 0.0749 -0.5539 1.5116 -0.381 -0.021 0.145 -0.173
H 1.3213 -1.8012 -2.4417 -0.008 0.003 0.005 0.120
H 2.5015 0.6353 5.8152 -0.001 -0.042 -0.025 0.076
C -3.0304 1.7946 3.3927 0.029 0.058 -0.020 -0.060
H 0.2712 -7.4571 0.2629 0.021 0.015 0.023 0.076
H 3.3040 -7.0244 -0.5063 -0.043 0.037 -0.019 0.084
C -0.4253 0.0981 -2.8989 0.044 0.293 0.039 -0.411
C 3.9767 -0.9481 3.1288 -0.009 0.004 0.005 -0.068
H -2.6977 5.8143 -3.3038 -0.046 -0.006 -0.017 0.085
C 1.0305 6.6612 0.4104 -0.038 0.018 -0.041 -0.028
C 1.9707 4.7153 1.6907 -0.088 -0.024 -0.088 -0.422
C -3.6768 -4.5778 -1.8819 -0.026 0.010 -0.065 -0.039
H 0.4012 -6.7050 1.8571 0.008 -0.015 -0.028 0.090
H -0.9607 1.1315 -5.0064 -0.001 0.015 0.008 0.056
C 3.6107 1.5692 -2.1710 -0.009 0.043 -0.025 -0.084
H 4.0150 -0.2604 5.6936 -0.044 0.014 -0.011 0.083
H -4.4315 -0.3873 -1.1946 -0.034 -0.052 -0.003 0.111
C -2.2840 -4.6325 -2.5300 0.066 0.186 0.014 -0.528
N -3.9962 -0.0748 -0.3303 -0.227 0.135 0.129 -0.044
C -1.6185 1.9039 3.9776 -0.005 -0.119 -0.170 -0.524
C 3.0953 0.1273 3.7698 -0.073 -0.077 -0.043 -0.553
H 0.0403 6.3956 0.7651 0.030 -0.008 -0.030 0.106
H -1.8582 0.1795 5.2879 0.006 0.023 0.011 0.095
H 2.1419 -4.9274 2.3120 0.027 -0.009 -0.010 0.086
C 0.9693 -7.0176 0.9777 0.023 -0.027 -0.004 -0.047
S -1.5453 3.7285 0.5118 0.358 0.198 -0.284 0.768
Ti -1.8239 -0.2504 -0.5783 -0.616 -1.345 1.650 1.102
H 3.6421 0.6479 -2.7543 -0.003 0.016 0.021 0.067
H -2.3808 -2.6404 -3.4225 -0.021 0.005 -0.001 0.068
C 0.1142 3.7470 0.3155 -0.090 0.003 0.176 -0.774
C 2.2009 -1.6875 -5.7066 0.031 -0.034 0.066 -0.073
C 2.5479 -6.3023 -0.8307 0.033 -0.046 -0.022 -0.049
C -2.2315 -3.6726 -3.7325 0.050 -0.040 0.007 -0.033
O -0.2698 -0.2194 -1.6520 0.924 0.268 -1.037 -0.129
C -1.2505 3.3823 4.1473 0.037 0.018 0.016 -0.058
C -1.6687 1.2519 5.3720 -0.036 -0.028 -0.009 -0.048
H -1.3590 3.9256 3.2079 0.022 -0.019 0.035 0.025
C -4.8035 -0.5208 0.8384 0.166 -0.176 0.008 -0.195
C -0.2957 -2.5824 0.0358 0.145 0.399 0.413 -0.193
H -3.7301 2.3293 4.0419 0.028 -0.035 -0.002 0.089
C 3.5764 7.3523 -0.4671 -0.018 -0.012 -0.017 -0.072
C 3.0094 -0.1652 5.2738 0.003 0.006 0.043 -0.048
C 1.3393 -0.6501 2.0765 0.174 -0.410 -0.218 0.041
H -3.3366 0.7465 3.3442 0.015 0.047 0.014 0.079
H -2.1474 -6.7959 -2.2656 0.013 0.011 -0.028 0.087
H -4.4980 5.2794 -1.4066 -0.009 -0.016 0.006 0.084
H 1.3202 -0.3772 -7.1727 0.022 0.004 0.040 0.119
C -2.7462 4.9626 -2.6273 -0.028 -0.015 0.029 -0.518
H -2.8080 -6.2704 -3.8159 0.028 -0.001 0.026 0.085
H 0.9334 1.5185 4.6048 -0.031 -0.011 -0.046 0.107
C -4.7137 -2.0113 1.0957 0.178 -0.071 0.003 -0.269
H 1.6539 2.1190 -2.8915 -0.029 -0.022 0.035 0.114
C 3.3992 6.2300 0.3275 0.065 0.000 -0.007 -0.028
H 3.2818 -4.4528 1.0379 -0.026 -0.025 0.027 0.086
C 2.1261 5.8788 0.7570 -0.066 -0.050 0.067 -0.162
H -1.2606 -3.7399 -4.2326 -0.048 -0.006 0.009 0.090
C -0.5737 1.1296 3.1412 -0.072 0.326 0.142 -0.100
C -2.0545 -6.0474 -3.0566 -0.011 -0.069 0.004 -0.070
H 0.6771 3.2245 2.2173 -0.017 0.039 0.036 0.114
H -0.2042 -6.0931 -1.4868 -0.025 0.044 0.031 0.092
N -1.3688 0.9083 -3.2757 -0.265 0.053 -0.257 0.013
H -1.0704 -6.1498 -3.5207 -0.041 -0.005 0.014 0.087
C -0.8005 0.4764 1.9302 -0.072 0.065 -0.211 -0.231
H -4.8654 -2.5438 0.1466 0.003 -0.024 -0.028 0.095
H -4.4303 0.0077 1.7131 0.015 0.072 -0.044 0.095
H 0.0753 3.6423 -1.6544 -0.011 0.020 -0.030 0.088
H 3.8697 1.7004 2.4852 -0.020 0.007 0.041 0.083
S -4.2407 2.9166 -1.6497 0.078 0.021 0.343 0.934
H 2.4695 -1.0971 5.4575 0.022 0.026 0.002 0.092
H -4.4287 -4.9821 -2.5672 0.042 0.024 0.027 0.085
H 2.6256 9.0248 -1.4171 -0.011 -0.028 -0.014 0.103
H 4.1407 -0.7505 2.0663 -0.010 -0.025 0.030 0.083
C 0.6775 -3.4895 0.4516 0.110 -0.012 0.033 0.048
H -0.7416 1.3915 5.9287 -0.002 -0.006 -0.013 0.076
```
Forces are in eV/Å.

=====

Which value of 2S+1 does entry 1 give?
1

=====

Among the records above, which one has the highest LUMO energy?
C51H67ClN5O8SiSn